No. 1
Entry from OMol25: C8H7Cl2N2P in the gas phase at a distorted geometry (the ωB97M-V functional and the def2-TZVPD basis).

The geometry in XYZ format:
```
20
Properties=species:S:1:pos:R:3:forces:R:3:nbo_charge:R:1
C 0.583 -1.617 0.322 0.69 0.77 -0.58 0.16
C 0.752 -0.359 0.858 -0.26 0.80 0.80 -0.28
C -0.616 -0.347 -0.920 0.31 -0.75 0.14 0.34
C -1.571 0.157 -1.846 1.53 0.00 0.11 -0.23
C -1.845 1.473 -1.906 -0.29 1.36 1.62 -0.18
C -1.116 2.329 -0.982 -0.25 1.72 -1.08 -0.26
C -0.226 1.837 -0.105 -0.56 0.25 1.16 0.01
C 1.171 -2.881 0.801 -0.73 -1.80 -0.47 -0.66
N -0.189 -1.615 -0.806 -0.46 0.94 0.66 -0.48
N -0.081 0.477 0.051 1.02 -0.44 0.03 -0.32
P 1.708 0.100 2.420 0.02 -2.09 -2.77 0.83
Cl 0.318 1.132 3.306 -1.87 1.32 1.50 -0.26
Cl 2.739 1.616 1.574 0.95 0.83 -0.29 -0.29
H -1.796 -0.524 -2.612 -1.10 -0.89 -0.66 0.24
H -2.728 1.863 -2.413 0.68 -0.04 -0.49 0.23
H -1.100 3.478 -0.987 -0.68 -1.97 -0.30 0.23
H 0.164 2.567 0.602 0.57 -0.80 -0.01 0.23
H 1.297 -2.912 1.905 -0.37 -0.16 -0.74 0.22
H 0.379 -3.613 0.377 1.57 0.50 1.25 0.25
H 2.158 -3.161 0.363 -0.75 0.44 0.08 0.23
```
Forces are in eV/Å.

Computed properties:
electronic energy = -1680.3280 a.u.
total charge = 0
energy above the lowest of the compared OMol25 structures with the same formula, charge and spin = 0.00 kcal per mole
M = 233.04 g/mol
HOMO = -8.45 eV
structure (SMILES) = Cc1nc2ccccn2c1P(Cl)Cl
E_LUMO = 0.30 eV

***

No. 2
Entry from OMol25: a molecular structure, C8H7CuN2O5 at a distorted geometry (the ωB97M-V functional and the def2-TZVPD basis).

The geometry in XYZ format:
```
23
Properties=species:S:1:pos:R:3:forces:R:3:nbo_charge:R:1
O 0.841 0.034 -3.895 -1.01 -0.03 2.08 -0.43
C 0.324 0.024 -2.879 0.43 -0.01 -3.09 0.46
Cu 0.731 -0.034 0.074 -0.12 0.76 1.22 0.84
O 3.197 0.002 -1.561 -4.48 0.08 1.22 -0.38
C 2.112 0.027 -1.145 6.35 -0.10 -1.11 0.39
C -1.939 -0.356 -0.313 -2.77 -0.54 2.48 0.33
O -2.522 -0.102 0.731 2.27 -0.74 -3.16 -0.43
C -0.536 -1.416 -0.305 -1.24 -1.53 0.01 0.25
O -0.584 -2.586 -0.402 -0.28 1.65 0.00 -0.37
C -0.346 1.745 -0.514 -0.57 4.15 0.45 0.45
O -0.605 2.865 -0.507 0.72 -3.57 -0.19 -0.40
H -2.320 -0.051 -1.332 0.71 -0.15 0.63 0.21
C 1.082 -0.723 5.446 0.99 -0.21 -1.29 -0.39
N 0.243 0.045 4.500 -0.15 -0.41 -0.56 -0.45
C -0.962 0.629 5.016 -1.55 0.90 0.03 -0.40
C 0.421 0.037 3.205 1.60 0.44 -0.41 0.61
N 0.796 0.150 2.101 -0.93 -0.36 0.48 -0.61
H 0.660 -0.502 6.442 0.70 -0.60 -0.52 0.23
H 2.132 -0.412 5.294 -0.47 0.32 0.66 0.22
H 1.136 -1.776 5.121 -0.64 0.19 0.75 0.22
H -1.050 1.694 4.765 0.31 -0.14 0.14 0.22
H -1.889 0.181 4.624 0.41 -0.24 0.24 0.22
H -0.924 0.525 6.096 -0.29 0.12 -0.05 0.22
```
Forces are in eV/Å.

Computed properties:
electronic energy = -2434.8705 a.u.
⟨S²⟩ = 0.757
total charge = +1
multiplicity = 2
energy above the lowest of the compared OMol25 structures with the same formula, charge and spin = 0.00 kcal per mole
M = 274.70 g/mol
HOMO (spin up / spin down) = -12.24 / -13.05 eV
E_LUMO (spin up / spin down) = -4.06 / -5.48 eV

***

No. 3
Entry from OMol25: 2 unconnected molecules or ions with the total composition C8H7F2NOS at a distorted geometry (the ωB97M-V functional and the def2-TZVPD basis).

The geometry in XYZ format:
```
20
Properties=species:S:1:pos:R:3:forces:R:3:nbo_charge:R:1
C 2.255 0.820 0.842 0.01 1.64 -0.10 -0.24
C 1.475 1.969 1.144 -1.55 -2.17 -0.29 -0.16
C 1.706 -0.312 0.348 -0.30 -2.85 -1.52 -0.19
C 0.062 1.926 1.053 -1.14 0.25 0.19 -0.29
C 0.305 -0.411 0.237 -1.12 1.39 0.14 0.06
C -0.520 0.738 0.589 2.14 -1.36 -0.02 0.30
C -1.804 -1.029 0.030 -0.54 1.31 2.09 0.16
C -0.335 -0.992 -2.785 -3.06 -3.21 0.89 0.57
N -0.501 -1.408 -0.201 1.52 -0.72 -1.24 -0.43
O -1.786 0.368 0.395 -0.85 1.26 0.54 -0.47
F 0.911 -0.742 -2.844 1.75 0.66 -0.43 -0.30
F -1.139 0.065 -2.793 0.32 -0.07 -0.46 -0.33
S -2.356 -2.041 1.600 -0.13 0.52 -0.48 -0.10
H 3.325 0.884 0.884 0.32 0.15 0.16 0.22
H 1.961 2.821 1.498 0.58 1.31 0.49 0.21
H 2.302 -1.181 -0.091 -0.66 1.34 1.03 0.23
H -0.653 2.746 1.373 1.33 -0.82 -0.49 0.23
H -2.642 -1.011 -0.666 0.48 -1.09 -0.45 0.23
H -0.749 -2.051 -3.087 0.94 2.64 0.30 0.15
H -1.817 -1.159 2.472 -0.05 -0.18 -0.32 0.14
```
Forces are in eV/Å.

Computed properties:
electronic energy = -1036.8084 a.u.
total charge = 0
energy above the lowest of the compared OMol25 structures with the same formula, charge and spin = 54.51 kcal per mole
M = 203.21 g/mol
HOMO (spin up / spin down) = -7.63 / -7.65 eV
E_LUMO (spin up / spin down) = 0.87 / -1.37 eV